#a
{
  "formula": "C3H3N3",
  "method": "wB97M-V/def2-TZVPD",
  "homo_lumo_gap_ev": 9.14,
  "total_charge": 0,
  "lumo_energy_ev": -0.713,
  "elements": ["C", "C", "N", "N", "N", "C", "H", "H", "H"],
  "coordinates": [[0.04, 0.96, 0.31], [0.99, 0.16, -0.23], [1.05, -1.13, 0.41], [-0.03, -1.71, 0.69], [-1.11, -1.21, 0.09], [-0.99, 0.08, -0.15], [0.01, 1.97, 0.75], [1.72, 0.39, -0.99], [-1.68, 0.49, -0.88]],
  "lowdin_charge": [-0.0158, -0.1280, 0.0378, -0.0678, -0.0012, -0.1798, 0.1183, 0.1150, 0.1214]
}

#b
{
  "formula": "C3H3N3",
  "method": "wB97M-V/def2-TZVPD",
  "homo_lumo_gap_ev": 8.79,
  "total_charge": 0,
  "smiles": "C=C=C=N.N#N",
  "lumo_energy_ev": 0.102,
  "elements": ["C", "C", "C", "N", "H", "H", "H", "N", "N"],
  "coordinates": [[-1.26, -0.22, 0.23], [-0.05, 0.28, 0.10], [1.08, 0.40, 0.72], [2.23, 0.42, 1.08], [-2.07, -0.13, -0.43], [-1.53, -0.80, 1.05], [3.10, 0.73, 0.58], [0.90, 0.16, 4.17], [1.61, -0.62, 3.85]],
  "lowdin_charge": [0.0051, -0.0910, -0.2465, 0.1236, 0.0354, 0.0361, 0.1157, 0.0135, 0.0080]
}

Most stable = #b

#a
{
  "formula": "C3H3N3",
  "method": "wB97M-V/def2-TZVPD",
  "homo_lumo_gap_ev": 9.45,
  "total_charge": 0,
  "lumo_energy_ev": -0.420,
  "elements": ["N", "C", "C", "N", "C", "N", "H", "H", "H"],
  "coordinates": [[0.44, 1.55, -0.27], [0.00, -0.81, 0.50], [-0.12, 0.61, 0.56], [-0.82, 0.50, 1.57], [-0.73, -1.55, -0.49], [-1.28, -2.14, -1.32], [1.44, 1.63, -0.16], [0.11, 1.46, -1.21], [0.95, -1.24, 0.81]],
  "lowdin_charge": [0.1196, -0.0908, -0.5913, 0.3233, -0.2180, 0.1451, 0.0961, 0.0955, 0.1204]
}

#b
{
  "formula": "C3H3N3",
  "method": "wB97M-V/def2-TZVPD",
  "homo_lumo_gap_ev": 9.57,
  "total_charge": 0,
  "smiles": "C=N/N=C\\C#N",
  "lumo_energy_ev": -0.451,
  "elements": ["C", "N", "N", "C", "C", "N", "H", "H", "H"],
  "coordinates": [[-2.00, -0.32, -0.14], [-0.75, 0.02, -0.18], [0.13, -0.07, 1.00], [1.27, 0.17, 0.78], [1.69, 0.66, -0.69], [2.41, 0.38, -1.70], [-2.48, -0.41, -1.26], [-2.49, -0.91, 0.73], [2.21, 0.50, 1.46]],
  "lowdin_charge": [-0.0356, -0.0574, -0.0047, -0.2118, -0.1491, 0.0799, 0.1262, 0.0925, 0.1599]
}

#c
{
  "formula": "C3H3N3",
  "method": "wB97M-V/def2-TZVPD",
  "homo_lumo_gap_ev": 9.82,
  "total_charge": 0,
  "smiles": "C=N/N=C\\C#N",
  "lumo_energy_ev": -0.721,
  "elements": ["C", "N", "N", "C", "C", "N", "H", "H", "H"],
  "coordinates": [[-1.95, -0.61, -0.07], [-0.65, -0.58, 0.08], [-0.28, 0.83, -0.05], [1.00, 0.77, -0.01], [1.99, -0.28, 0.13], [3.17, -0.73, -0.09], [-2.28, -1.54, -0.07], [-2.50, 0.35, 0.08], [1.49, 1.79, 0.01]],
  "lowdin_charge": [0.0123, -0.0404, 0.0187, -0.2245, -0.1383, 0.1300, 0.0152, 0.0957, 0.1313]
}

Most stable = #a

#a
{
  "formula": "C3H3N3",
  "method": "wB97M-V/def2-TZVPD",
  "homo_lumo_gap_ev": [8.85, 8.85],
  "total_charge": 0,
  "lumo_energy_ev": [-0.907, -0.909],
  "elements": ["N", "C", "C", "N", "C", "N", "H", "H", "H"],
  "coordinates": [[-0.30, -1.48, -0.54], [0.33, 0.62, 0.63], [0.62, -0.55, -0.13], [1.84, -0.34, -0.15], [-0.23, 1.77, 0.01], [-0.74, 2.69, -0.49], [-0.66, -2.07, 0.19], [-0.96, -1.12, -1.20], [0.10, 0.48, 1.69]],
  "lowdin_charge": [0.1177, -0.0659, -0.6171, 0.3302, -0.2207, 0.1482, 0.0941, 0.0937, 0.1197]
}

#b
{
  "formula": "C3H3N3",
  "method": "wB97M-V/def2-TZVPD",
  "homo_lumo_gap_ev": [10.00, 6.47],
  "total_charge": 0,
  "lumo_energy_ev": [-0.765, -1.783],
  "elements": ["N", "C", "C", "N", "C", "N", "H", "H", "H"],
  "coordinates": [[0.66, 0.07, -1.10], [0.06, -0.05, 0.84], [-0.13, 0.96, -0.20], [-0.65, 2.06, -0.29], [-0.91, -1.05, 1.13], [-1.70, -1.88, 1.32], [1.60, 0.35, -1.40], [0.16, -0.47, -1.80], [0.92, 0.00, 1.49]],
  "lowdin_charge": [0.1047, -0.0682, -0.5087, 0.2724, -0.2465, 0.1366, 0.0962, 0.1008, 0.1126]
}

Most stable = #a

#a
{
  "formula": "C6H18N2O",
  "method": "wB97M-V/def2-TZVPD",
  "homo_lumo_gap_ev": 9.76,
  "total_charge": 0,
  "smiles": "COC(C)(C)C.NCN",
  "lumo_energy_ev": 0.780,
  "elements": ["C", "O", "C", "C", "C", "C", "H", "H", "H", "H", "H", "H", "H", "H", "H", "H", "H", "H", "N", "C", "N", "H", "H", "H", "H", "H", "H"],
  "coordinates": [[-1.06, -1.32, -1.14], [-0.19, -0.23, -0.99], [1.19, -0.44, -0.66], [1.38, -0.27, 0.86], [1.72, -1.81, -1.08], [1.94, 0.68, -1.41], [-0.79, -1.95, -1.99], [-1.11, -1.95, -0.23], [-2.04, -0.89, -1.32], [1.08, 0.73, 1.16], [0.76, -0.99, 1.40], [2.42, -0.43, 1.13], [1.24, -2.61, -0.52], [1.56, -1.98, -2.14], [2.79, -1.84, -0.88], [2.44, 0.29, -2.29], [2.67, 1.17, -0.77], [1.21, 1.43, -1.74], [-1.41, 2.05, 0.61], [-1.79, 1.51, 1.91], [-2.90, 0.59, 1.82], [-1.03, 1.31, 0.02], [-0.70, 2.77, 0.71], [-0.98, 0.99, 2.43], [-2.11, 2.36, 2.54], [-3.68, 1.05, 1.37], [-2.63, -0.19, 1.22]],
  "lowdin_charge": [-0.1078, -0.2066, -0.6071, -0.0319, -0.0453, -0.0117, 0.0866, 0.0914, 0.0924, 0.0683, 0.0849, 0.0866, 0.0823, 0.0870, 0.0917, 0.0773, 0.0814, 0.0863, 0.0031, -0.3949, -0.0052, 0.0258, 0.0594, 0.0936, 0.1044, 0.0650, 0.0434]
}

#b
{
  "formula": "C6H18N2O",
  "method": "wB97M-V/def2-TZVPD",
  "homo_lumo_gap_ev": 9.77,
  "total_charge": 0,
  "smiles": "CC(C)(N)O.CC(C)N",
  "lumo_energy_ev": 0.866,
  "elements": ["C", "C", "C", "N", "O", "H", "H", "H", "H", "H", "H", "H", "H", "H", "C", "C", "C", "N", "H", "H", "H", "H", "H", "H", "H", "H", "H"],
  "coordinates": [[-0.13, 1.56, -2.05], [-0.48, 2.01, -0.65], [0.65, 1.82, 0.35], [-0.91, 3.36, -0.65], [-1.67, 1.03, -0.32], [-1.00, 0.97, -2.35], [0.02, 2.41, -2.72], [0.74, 0.90, -2.05], [0.36, 2.20, 1.34], [1.53, 2.37, 0.01], [0.89, 0.77, 0.44], [-1.66, 3.53, -1.30], [-1.16, 3.70, 0.27], [-2.10, 1.27, 0.52], [0.50, -2.06, -0.68], [0.04, -2.27, 0.77], [1.16, -2.87, 1.61], [-0.35, -0.99, 1.34], [-0.29, -1.57, -1.25], [1.38, -1.43, -0.70], [0.73, -3.01, -1.15], [-0.80, -2.99, 0.75], [1.50, -3.81, 1.20], [2.00, -2.17, 1.65], [0.82, -3.04, 2.63], [-0.75, -1.12, 2.26], [-1.05, -0.55, 0.74]],
  "lowdin_charge": [-0.0249, -0.6084, -0.0416, 0.0800, -0.1255, 0.0829, 0.0822, 0.0756, 0.0857, 0.0890, 0.0468, 0.0909, 0.0832, 0.0666, -0.0747, -0.5214, -0.0838, 0.0208, 0.0686, 0.0725, 0.0749, 0.1281, 0.0721, 0.0753, 0.0683, 0.0764, 0.0404]
}

Most stable = #b

#a
{
  "formula": "C6H12N",
  "method": "wB97M-V/def2-TZVPD",
  "homo_lumo_gap_ev": 11.88,
  "total_charge": 1,
  "lumo_energy_ev": -2.955,
  "elements": ["C", "C", "C", "C", "C", "C", "N", "H", "H", "H", "H", "H", "H", "H", "H", "H", "H", "H", "H"],
  "coordinates": [[0.29, -2.34, -0.38], [0.32, -1.78, 0.77], [-0.16, -0.98, -0.33], [1.22, 1.65, 2.11], [-1.75, -0.11, -1.96], [-1.06, 0.10, -0.57], [0.46, 0.25, -0.78], [0.63, -2.94, -1.16], [0.83, -1.89, 1.72], [2.26, 1.93, 2.26], [0.79, 2.51, 1.70], [1.02, 0.66, 1.77], [-1.03, -0.58, -2.63], [-1.97, 0.83, -2.33], [-2.70, -0.74, -1.82], [-1.58, 0.60, 0.29], [0.61, 0.44, -1.77], [1.06, 0.79, -0.08], [0.76, 1.60, 3.18]],
  "lowdin_charge": [0.1257, 0.1045, -0.4121, -0.0292, 0.0022, -0.1249, 0.1916, 0.1138, 0.1299, 0.0398, 0.0090, -0.0281, 0.0918, 0.0494, 0.1372, 0.1829, 0.1655, 0.1672, 0.0837]
}

#b
{
  "formula": "C6H12N",
  "method": "wB97M-V/def2-TZVPD",
  "homo_lumo_gap_ev": [8.76, 8.76],
  "total_charge": 1,
  "lumo_energy_ev": [-5.595, -5.595],
  "elements": ["C", "C", "C", "C", "C", "C", "N", "H", "H", "H", "H", "H", "H", "H", "H", "H", "H", "H", "H"],
  "coordinates": [[1.76, -1.00, -0.90], [-0.61, -0.21, 0.08], [-0.94, -1.47, 0.75], [0.74, 2.01, 0.28], [-1.18, -0.05, -1.24], [0.54, 0.55, 0.65], [1.55, -0.06, -0.07], [1.03, -1.57, -1.40], [2.82, -1.05, -1.14], [-0.31, -1.60, 1.60], [-0.60, -2.40, 0.08], [-2.05, -1.48, 0.94], [-0.15, 2.57, 0.52], [1.53, 2.52, 0.75], [0.93, 1.97, -0.78], [-0.54, 0.65, -1.82], [-2.08, 0.60, -0.96], [-1.42, -1.01, -1.64], [0.62, 0.63, 1.72]],
  "lowdin_charge": [0.0878, -0.1870, -0.0051, -0.0056, 0.0013, -0.3814, 0.0779, 0.0734, 0.1096, 0.0820, 0.1658, 0.1474, 0.0945, 0.0862, 0.0889, 0.1251, 0.1720, 0.0985, 0.1688]
}

#c
{
  "formula": "C6H12N",
  "method": "wB97M-V/def2-TZVPD",
  "homo_lumo_gap_ev": 8.73,
  "total_charge": 1,
  "smiles": "C=[NH+]/C=C/CCC",
  "lumo_energy_ev": -5.279,
  "elements": ["C", "N", "C", "C", "C", "C", "C", "H", "H", "H", "H", "H", "H", "H", "H", "H", "H", "H", "H"],
  "coordinates": [[-0.05, 3.59, -1.69], [-0.01, 2.80, -0.69], [0.24, 1.41, -0.81], [0.04, 0.50, 0.12], [0.31, -0.94, -0.12], [-0.55, -1.90, 0.75], [0.19, -2.88, 1.64], [0.08, 3.30, -2.73], [-0.39, 4.60, -1.55], [-0.22, 3.23, 0.22], [0.56, 1.18, -1.82], [-0.33, 0.78, 1.10], [0.13, -1.28, -1.15], [1.40, -1.14, -0.20], [-1.33, -1.36, 1.28], [-1.12, -2.49, 0.03], [0.75, -3.57, 1.02], [-0.55, -3.42, 2.23], [0.85, -2.39, 2.36]],
  "lowdin_charge": [0.1722, 0.0561, -0.0826, -0.0291, -0.1873, -0.2547, -0.1011, 0.1328, 0.1190, 0.1925, 0.1381, 0.1327, 0.1262, 0.1405, 0.1043, 0.1054, 0.0788, 0.0755, 0.0806]
}

Most stable = #c

#a
{
  "formula": "C6H12N",
  "method": "wB97M-V/def2-TZVPD",
  "homo_lumo_gap_ev": 11.41,
  "total_charge": 1,
  "smiles": "C=C1[C@@H](C)[NH2+][C@@H]1C",
  "lumo_energy_ev": -3.106,
  "elements": ["C", "C", "C", "C", "N", "C", "C", "H", "H", "H", "H", "H", "H", "H", "H", "H", "H", "H", "H"],
  "coordinates": [[1.30, -1.62, -0.01], [0.55, -0.59, -0.22], [0.62, 0.74, 0.77], [1.56, 1.83, 0.58], [-0.89, 0.96, 0.00], [-0.80, -0.33, -1.00], [-1.88, -1.33, -0.61], [2.11, -1.42, 0.66], [1.30, -2.56, -0.60], [0.30, 0.46, 1.86], [2.43, 1.40, 0.91], [1.76, 2.06, -0.41], [1.28, 2.67, 1.15], [-1.49, 0.85, 0.81], [-0.91, 1.88, -0.48], [-0.91, -0.05, -1.99], [-2.43, -1.09, 0.38], [-2.56, -1.52, -1.49], [-1.34, -2.32, -0.31]],
  "lowdin_charge": [0.0796, -0.2024, -0.1346, -0.0395, 0.1200, -0.1546, -0.0486, 0.0810, 0.1074, 0.1804, 0.0806, 0.0872, 0.0915, 0.1356, 0.1715, 0.1167, 0.1149, 0.1002, 0.1129]
}

#b
{
  "formula": "C6H12N",
  "method": "wB97M-V/def2-TZVPD",
  "homo_lumo_gap_ev": 9.31,
  "total_charge": 1,
  "smiles": "C=CC(=C)CC[NH3+]",
  "lumo_energy_ev": -3.710,
  "elements": ["C", "C", "C", "C", "C", "C", "N", "H", "H", "H", "H", "H", "H", "H", "H", "H", "H", "H", "H"],
  "coordinates": [[1.17, 0.78, 2.69], [0.79, 0.25, 1.52], [-0.08, 0.73, 0.50], [-1.36, 1.12, 0.57], [0.52, 0.56, -0.94], [0.49, -0.88, -1.36], [-0.90, -1.30, -1.63], [0.60, 1.68, 3.03], [1.66, 0.18, 3.45], [1.00, -0.87, 1.46], [-2.02, 1.47, -0.19], [-1.76, 1.23, 1.58], [0.03, 1.19, -1.72], [1.50, 0.96, -0.83], [1.01, -1.64, -0.67], [1.14, -1.15, -2.22], [-1.26, -0.74, -2.40], [-1.59, -1.28, -0.88], [-0.93, -2.29, -1.98]],
  "lowdin_charge": [0.0612, -0.1864, -0.3315, 0.0766, -0.1421, -0.1852, 0.1928, 0.0881, 0.0670, 0.1266, 0.0639, 0.0805, 0.1392, 0.1192, 0.1537, 0.1472, 0.1705, 0.1674, 0.1913]
}

#c
{
  "formula": "C6H12N",
  "method": "wB97M-V/def2-TZVPD",
  "homo_lumo_gap_ev": 5.34,
  "total_charge": 1,
  "lumo_energy_ev": -7.853,
  "elements": ["C", "C", "C", "C", "C", "N", "C", "H", "H", "H", "H", "H", "H", "H", "H", "H", "H", "H", "H"],
  "coordinates": [[-0.76, -0.92, -2.27], [0.73, -1.11, -2.20], [1.40, -0.10, -1.26], [1.03, -0.39, 0.21], [0.11, 0.39, 0.66], [-1.05, 1.06, 4.30], [-1.23, 1.90, 3.37], [-1.05, 0.06, -2.67], [-1.20, -0.84, -1.28], [-1.37, -1.67, -2.78], [1.17, -1.00, -3.19], [1.05, -2.08, -1.85], [1.03, 0.91, -1.48], [2.49, -0.06, -1.33], [1.42, -1.27, 0.72], [-0.89, 0.03, 0.90], [-0.15, 0.59, 4.21], [-0.46, 2.22, 2.67], [-2.25, 2.27, 3.27]],
  "lowdin_charge": [-0.0823, -0.2207, -0.1308, -0.0133, 0.3553, 0.0333, -0.1607, 0.0952, 0.0546, 0.0927, 0.1300, 0.1154, 0.1252, 0.1472, 0.1821, 0.1377, 0.0298, 0.0423, 0.0670]
}

#d
{
  "formula": "C6H12N",
  "method": "wB97M-V/def2-TZVPD",
  "homo_lumo_gap_ev": 10.71,
  "total_charge": 1,
  "smiles": "C=C=C[C@H](C)[NH2+]C",
  "lumo_energy_ev": -3.087,
  "elements": ["C", "C", "C", "C", "C", "N", "C", "H", "H", "H", "H", "H", "H", "H", "H", "H", "H", "H", "H"],
  "coordinates": [[-2.69, 0.78, 0.27], [-1.82, -0.04, -0.15], [-1.01, -0.95, -0.62], [0.43, -0.77, -0.39], [0.86, -1.81, 0.62], [0.74, 0.51, 0.26], [1.32, 1.63, -0.47], [-2.76, 1.68, -0.38], [-3.16, 1.02, 1.16], [-1.39, -1.76, -1.23], [0.98, -0.87, -1.31], [1.72, -1.39, 1.09], [1.28, -2.76, 0.10], [0.17, -2.20, 1.40], [-0.14, 0.80, 0.74], [1.31, 0.40, 1.14], [0.62, 1.66, -1.35], [1.24, 2.63, -0.01], [2.31, 1.44, -0.88]],
  "lowdin_charge": [0.0688, -0.1210, -0.0490, -0.3475, -0.0302, -0.0249, 0.0030, 0.1038, 0.0651, 0.1420, 0.1602, 0.0630, 0.1362, 0.1144, 0.1645, 0.1919, 0.1249, 0.1228, 0.1122]
}

Most stable = #b

#a
{
  "formula": "C4H6N2O2",
  "method": "wB97M-V/def2-TZVPD",
  "homo_lumo_gap_ev": 8.65,
  "total_charge": 0,
  "smiles": "NC(=O)N1C=COC1",
  "lumo_energy_ev": 0.685,
  "elements": ["N", "C", "O", "N", "C", "C", "O", "C", "H", "H", "H", "H", "H", "H"],
  "coordinates": [[-2.05, -0.98, -0.08], [-1.48, 0.26, -0.01], [-2.14, 1.28, 0.04], [-0.12, 0.28, -0.05], [0.71, 1.40, -0.02], [1.98, 1.02, 0.01], [2.14, -0.35, -0.01], [0.89, -0.95, -0.03], [-1.51, -1.81, 0.09], [-3.03, -1.03, 0.11], [0.27, 2.37, -0.01], [2.89, 1.59, 0.03], [0.71, -1.54, 0.88], [0.74, -1.55, -0.94]],
  "lowdin_charge": [0.1702, -0.6083, 0.0567, 0.0159, -0.0531, -0.0989, -0.0607, -0.0970, 0.0798, 0.1060, 0.1220, 0.1127, 0.1268, 0.1279]
}

#b
{
  "formula": "C4H6N2O2",
  "method": "wB97M-V/def2-TZVPD",
  "homo_lumo_gap_ev": 10.16,
  "total_charge": 0,
  "smiles": "N/N=C\\[C@@H]1COC1=O",
  "lumo_energy_ev": 0.424,
  "elements": ["N", "N", "C", "C", "C", "O", "C", "O", "H", "H", "H", "H", "H", "H"],
  "coordinates": [[-0.01, -0.10, -2.13], [-0.57, -1.22, -1.42], [-0.79, -1.26, -0.16], [-0.43, -0.29, 1.04], [-0.37, 1.31, 0.80], [1.07, 1.18, 1.42], [1.15, -0.11, 0.95], [2.14, -0.72, 0.63], [0.87, 0.29, -1.58], [0.39, -0.52, -3.08], [-1.61, -2.17, -0.08], [-0.68, -0.14, 2.29], [-0.84, 2.01, 1.60], [-0.33, 1.76, -0.27]],
  "lowdin_charge": [-0.0309, -0.0800, -0.1741, -0.0963, -0.0543, -0.0454, -0.5064, 0.1292, 0.1044, 0.1259, 0.1439, 0.2226, 0.1345, 0.1271]
}

Most stable = #a

#a
{
  "formula": "C4H6N2O2",
  "method": "wB97M-V/def2-TZVPD",
  "homo_lumo_gap_ev": [8.78, 8.78],
  "total_charge": 0,
  "lumo_energy_ev": [-0.748, -0.748],
  "elements": ["C", "C", "C", "C", "N", "N", "O", "O", "H", "H", "H", "H", "H", "H"],
  "coordinates": [[0.94, -0.71, -0.95], [1.48, -0.98, 0.49], [0.18, 1.43, 0.44], [0.27, -0.04, 0.24], [-1.10, -0.10, 0.77], [-2.22, 0.07, 0.03], [-2.44, 1.06, -0.61], [-3.02, -0.82, 0.18], [1.62, -0.07, -1.53], [0.45, -1.43, -1.73], [1.35, -1.77, 1.17], [2.42, -0.54, 0.64], [0.22, 1.93, 1.32], [-0.16, 1.97, -0.47]],
  "lowdin_charge": [-0.0601, -0.0309, 0.2236, -0.4867, 0.1791, -0.5069, 0.0605, 0.0765, 0.0935, 0.1369, 0.0851, 0.0798, 0.0475, 0.1022]
}

#b
{
  "formula": "C4H6N2O2",
  "method": "wB97M-V/def2-TZVPD",
  "homo_lumo_gap_ev": 9.80,
  "total_charge": 0,
  "smiles": "N#CC(=O)[C@H]1CN1.O",
  "lumo_energy_ev": -0.815,
  "elements": ["N", "C", "C", "O", "C", "C", "N", "H", "H", "H", "H", "O", "H", "H"],
  "coordinates": [[2.46, -0.01, 0.73], [1.43, 0.06, 0.15], [0.00, 0.50, 0.02], [-0.25, 1.68, -0.12], [-1.02, -0.57, 0.16], [-2.08, -0.34, 1.19], [-2.39, -0.26, -0.21], [-0.67, -1.58, -0.03], [-2.46, -1.22, 1.72], [-2.04, 0.58, 1.77], [-2.47, 0.71, -0.51], [3.15, -0.16, -1.86], [3.55, -0.07, -0.84], [2.80, 0.68, -2.16]],
  "lowdin_charge": [0.1757, -0.0732, -0.3507, 0.1296, -0.2476, -0.1073, 0.0447, 0.1482, 0.1107, 0.1207, 0.1058, -0.1609, 0.0882, 0.0163]
}

Most stable = #b